ORCA calculation (ωB97M-V/def2-TZVPD) on the molecule C2H6IO2P in a non-equilibrium geometry.

Values from the calculation:
**Relative energy (zero: lowest compared OMol25 entry of this formula, charge and spin)**: 140.8 kcal/mol
**Energy**: -869.15335 hartree

```
12
Properties=species:S:1:pos:R:3:lowdin_charge:R:1
I 0.43905 -3.29608 0.22788 0.949
P 0.05187 -0.65569 -1.29044 0.737
O -1.31425 -1.16273 -0.66530 -0.504
O -1.07465 -2.19429 0.40167 -0.875
C 0.22507 0.97360 -0.37563 -0.469
C 0.49723 0.88349 1.13465 -0.169
H 0.31388 1.83914 1.62993 0.056
H -0.47511 0.02588 -2.36912 -0.032
H -0.43564 0.23197 1.37648 0.085
H -0.75282 1.56426 -0.41233 0.101
H 0.99734 1.33944 -1.01905 0.033
H 1.52804 0.45102 1.36126 0.089
```